# 1
18
Properties=species:S:1:pos:R:3 method="wB97M-V/def2-TZVPD" orbital_gap_ev=10.1 largest_force_ha_per_bohr=0.013 homo_ha=-0.34577 total_energy_ev=-11488.6802 spin_multiplicity=1
O 0.157 -2.068 -0.007
O -0.943 1.584 1.080
O 1.281 0.945 -1.593
C 0.037 -0.896 -0.766
C -1.569 0.347 0.834
C 1.169 0.094 -0.543
C -1.335 -0.214 -0.575
C 1.947 0.147 0.534
H -2.635 0.538 0.977
H 0.109 -1.223 -1.810
H 0.004 1.489 0.913
H -1.261 -0.391 1.593
H 2.740 0.868 0.620
H -2.102 -0.961 -0.781
H -0.022 -1.856 0.924
H 2.010 1.561 -1.439
H 1.846 -0.558 1.338
H -1.433 0.595 -1.297

# 2
52
Properties=species:S:1:pos:R:3 method="wB97M-V/def2-TZVPD" orbital_gap_ev="7.8 / 7.5" largest_force_ha_per_bohr=0.128 s2=2.01 homo_ha="-0.28115 / -0.28094" total_energy_ev=-80084.9776 spin_multiplicity=3
V -0.590 -0.008 -0.565
S 2.090 1.747 3.306
S 3.805 0.437 1.256
O -1.675 -1.034 -1.112
O 0.555 1.191 -0.556
O -3.500 -1.200 1.750
O 2.216 2.669 -0.521
O -1.382 0.186 1.104
N 0.486 -0.330 -2.786
N 1.261 -0.230 1.748
N 0.265 -0.208 2.667
C 1.730 1.606 -0.850
C -3.992 -0.681 -1.407
C -4.147 -1.092 4.020
C 1.732 0.395 -3.032
C 3.831 2.281 3.205
C -1.720 0.071 4.689
C -2.673 -0.144 5.665
C -0.961 -0.073 2.308
C 4.275 2.122 1.770
C -3.207 -0.848 3.024
C 2.498 0.596 -1.722
C -3.884 -0.731 5.327
C 2.242 0.530 2.025
C -2.797 -1.625 -1.647
C -2.609 -1.805 -3.163
C -3.021 -3.002 -1.004
C -1.977 -0.268 3.365
H -0.217 -0.098 -3.482
H -2.139 -3.624 -1.159
H -4.335 -0.738 -0.378
H -4.632 -0.901 6.087
H 4.419 1.655 3.878
H -2.453 -0.835 -3.630
H 2.368 -0.149 -3.745
H -0.768 0.519 4.928
H 3.500 0.982 -1.909
H -1.758 -2.453 -3.363
H 0.649 -1.334 -2.821
H 1.487 1.369 -3.464
H 5.353 2.220 1.661
H -2.793 -0.814 1.185
H -4.820 -0.938 -2.062
H 2.544 -0.359 -1.186
H -2.477 0.142 6.687
H -3.879 -3.485 -1.461
H -3.200 -2.902 0.063
H -3.670 0.342 -1.617
H -5.078 -1.561 3.740
H 3.876 3.318 3.528
H 3.761 2.807 1.093
H -3.494 -2.263 -3.595

# 3
49
Properties=species:S:1:pos:R:3 method="wB97M-V/def2-TZVPD" orbital_gap_ev=7.6 largest_force_ha_per_bohr=0.147 homo_ha=-0.21436 charge=-1 total_energy_ev=-55799.6058 spin_multiplicity=1
S -4.569 -2.034 1.119
O -3.742 1.859 -4.809
O 4.537 2.172 4.635
O 3.860 3.397 -3.144
O 5.179 0.779 2.948
O -2.408 1.019 -3.253
O 5.551 4.797 -3.252
O -4.635 -1.918 2.550
O 4.668 4.080 -1.272
O 1.483 0.394 -0.169
O 2.386 -1.384 0.770
O 0.461 -1.568 -0.326
O 6.633 1.223 4.534
O -3.481 -3.356 0.803
O -3.903 -0.277 -4.001
O -4.102 -0.955 0.307
N 1.455 -0.810 0.150
C -3.352 0.926 -4.087
C 2.888 2.836 -2.176
C 3.432 3.435 -0.925
C 3.307 2.071 3.859
C -2.189 -3.028 1.198
C -3.275 -1.087 -3.147
C -1.326 -4.298 0.988
C 4.765 4.058 -2.649
C 3.846 1.108 2.736
C 5.516 1.466 4.055
C -2.438 -0.084 -2.335
C -6.093 -2.583 0.716
H 2.804 4.118 -0.449
H 3.036 1.788 -2.198
H -2.709 -1.701 -3.795
H 3.638 1.426 1.646
H 3.061 3.097 3.327
H -1.401 -0.251 -2.223
H 3.270 0.326 2.828
H -6.900 -1.701 0.797
H -2.910 0.276 -1.587
H -2.254 -2.798 2.253
H 2.488 1.645 4.395
H -0.443 -4.029 1.270
H -1.586 -5.049 1.653
H -1.827 -2.201 0.498
H 3.641 2.657 -0.019
H -1.595 -4.638 -0.079
H -6.526 -3.452 1.081
H -3.979 -1.700 -2.510
H -6.150 -3.115 -0.377
H 1.871 3.061 -2.344

# 4
9
Properties=species:S:1:pos:R:3 method="wB97M-V/def2-TZVPD" orbital_gap_ev=9.5 largest_force_ha_per_bohr=0.108 homo_ha=-0.33170 total_energy_ev=-14394.3068 spin_multiplicity=1
P 0.819 -1.195 0.275
O -0.744 -0.714 0.560
N 1.624 0.749 -0.156
N -1.499 0.117 -0.313
H 0.819 1.239 0.069
H 1.762 0.638 -1.097
H 1.444 -0.862 1.421
H -2.258 0.510 0.271
H -1.965 -0.483 -1.029

# 5
16
Properties=species:S:1:pos:R:3 method="wB97M-V/def2-TZVPD" orbital_gap_ev=9.1 largest_force_ha_per_bohr=0.012 homo_ha=-0.29643 total_energy_ev=-7854.6596 spin_multiplicity=1
N 0.821 1.519 0.890
C -2.299 -0.525 -0.172
C 2.111 -0.134 -0.623
C -0.188 1.087 -0.089
C -0.974 -0.147 0.329
C 0.992 0.245 0.270
C 0.045 -0.825 0.846
H 0.482 1.420 1.841
H 2.924 -0.595 -0.056
H 1.762 -0.863 -1.367
H -2.669 -1.413 0.343
H 2.452 0.778 -1.108
H -2.202 -0.756 -1.242
H -2.956 0.334 -0.059
H -0.441 1.757 -0.912
H 0.131 -1.872 1.112

# 6
22
Properties=species:S:1:pos:R:3 method="wB97M-V/def2-TZVPD" orbital_gap_ev="6.3 / 6.3" largest_force_ha_per_bohr=0.063 homo_ha="-0.24525 / -0.24527" total_energy_ev=-22397.3465 spin_multiplicity=1
S -2.295 -1.649 -2.367
C 0.670 -0.304 1.390
C -0.381 -0.635 2.107
C 0.154 -1.144 -1.047
C 2.156 0.064 -0.636
C 0.951 -0.523 -0.101
C 1.816 0.186 2.107
C -0.972 -1.818 -1.462
C -2.858 0.134 -2.861
C 2.990 0.426 1.561
C 3.166 0.520 0.121
C -1.222 -1.113 2.982
H 4.244 0.768 -0.327
H -1.973 -0.561 3.589
H -2.111 0.926 -3.205
H 1.636 0.464 3.151
H 3.820 0.716 2.316
H -1.107 -1.975 3.561
H -3.275 0.555 -1.920
H -3.441 -0.082 -3.815
H 2.275 0.031 -1.723
H 0.638 -1.058 -2.054

# 7
25
Properties=species:S:1:pos:R:3 method="wB97M-V/def2-TZVPD" orbital_gap_ev="5.5 / 8.9" largest_force_ha_per_bohr=0.078 homo_ha="-0.44387 / -0.49291" charge=+1 total_energy_ev=-12980.3938 spin_multiplicity=1
N 0.337 -1.343 0.276
N -1.837 -0.793 0.785
N -1.006 -0.070 -2.419
C -0.500 2.186 -1.449
C -2.130 -2.230 0.974
C -0.213 3.404 -1.022
C -0.121 3.593 0.505
C -0.782 0.962 -1.865
C -0.599 -0.418 0.594
C 1.810 -1.197 0.498
C 2.596 -1.549 -0.779
H 2.162 -0.335 0.948
H 2.498 -2.633 -0.905
H -2.497 -2.586 0.021
H 1.945 -1.874 1.355
H -0.679 4.516 0.717
H -1.258 -2.836 1.206
H -2.618 -0.158 0.950
H -0.029 -2.274 0.135
H 2.195 -1.015 -1.591
H 0.872 3.655 0.696
H -2.822 -2.596 1.722
H 3.664 -1.270 -0.537
H -0.356 4.146 -1.742
H -0.633 2.716 0.928

# 8
14
Properties=species:S:1:pos:R:3 method="wB97M-V/def2-TZVPD" orbital_gap_ev=9.9 largest_force_ha_per_bohr=0.014 homo_ha=-0.32849 total_energy_ev=-7255.5135 spin_multiplicity=1
N -1.106 0.648 0.134
N 1.918 1.100 -0.167
C 1.862 -1.054 -1.508
C -1.313 1.442 1.096
C 1.861 0.057 -0.811
C -1.268 -0.777 0.393
H 0.980 1.439 0.061
H -1.408 -1.307 -0.552
H -1.172 2.513 0.933
H -2.114 -0.991 1.061
H 1.894 -2.017 -1.012
H -1.604 1.121 2.106
H -0.353 -1.165 0.854
H 1.823 -1.008 -2.589